The following is a DFT calculation (ωB97M-V/def2-TZVPD) of a cluster of 13 separate species, C39H71F5N8O23 in total.

Summary:
Energy above the lowest of the compared OMol25 structures with the same formula, charge and spin   62.37 kcal/mol
E_LUMO   -0.59 eV
Total energy   -4196.65406 hartree
Gap between HOMO and LUMO   8.39 eV
Molecular weight   1115.0 g mol⁻¹
Maximum force   4.212 eV/Å
Highest occupied orbital energy   -8.983 eV

ORCA input file:
```
! RIJCOSX wB97M-V def2-TZVPD def2/J DEFGRID3
* xyz 0 1
C -3.774 -1.196 -3.198
C -3.853 -0.021 -2.257
O -4.630 0.779 -3.121
C -4.424 0.506 -4.441
O -4.753 1.109 -5.461
O -3.742 -0.670 -4.487
F -2.603 0.419 -2.105
H -4.542 -1.946 -3.007
H -2.804 -1.630 -2.959
H -4.396 -0.067 -1.313
C 1.828 2.881 4.089
C 2.083 3.703 2.822
O 0.940 4.377 2.700
C -0.066 3.794 3.357
O -1.228 4.023 3.178
O 0.381 2.830 4.061
F 2.210 2.843 1.818
H 2.104 3.369 5.024
H 2.243 1.877 4.181
H 2.945 4.364 2.909
C -0.931 -4.728 1.230
C -0.464 -5.718 2.364
O -1.614 -6.561 2.353
C -2.673 -6.021 1.698
O -3.827 -6.428 1.688
O -2.341 -4.801 1.339
F -0.175 -5.012 3.442
H -0.612 -5.131 0.269
H -0.539 -3.712 1.284
H 0.405 -6.327 2.115
C 4.290 -3.765 -1.226
C 4.803 -3.418 0.107
O 4.107 -4.368 0.940
C 3.109 -4.909 0.209
O 2.371 -5.798 0.598
O 3.002 -4.290 -0.980
F 4.491 -2.223 0.441
H 4.910 -4.513 -1.720
H 4.246 -2.848 -1.813
H 5.886 -3.542 0.112
C 1.351 -0.720 -0.009
C 0.558 0.491 0.220
O -0.758 0.137 -0.188
C -0.933 -1.128 0.116
O -1.973 -1.745 0.264
O 0.327 -1.689 0.160
F 1.097 1.482 -0.508
H 2.127 -0.905 0.733
H 1.754 -0.721 -1.022
H 0.611 0.824 1.257
C 1.363 4.765 -0.752
C 1.988 5.906 -1.621
O 2.744 6.734 -1.101
N 1.610 5.997 -2.878
C 2.095 6.968 -3.786
H 0.692 5.265 -0.054
H 2.136 4.264 -0.169
H 0.824 4.016 -1.331
H 1.048 5.328 -3.384
H 3.147 7.173 -3.588
H 1.452 7.847 -3.827
H 1.961 6.539 -4.779
C 4.274 -0.292 -5.173
C 2.952 -0.034 -4.537
O 2.358 -0.948 -3.921
N 2.488 1.206 -4.634
C 1.286 1.742 -4.067
H 5.031 -0.451 -4.405
H 4.489 0.540 -5.843
H 4.364 -1.165 -5.818
H 3.152 1.826 -5.077
H 0.883 1.099 -3.285
H 0.489 1.752 -4.810
H 1.468 2.759 -3.720
C 1.264 -0.361 5.795
C 1.269 -0.894 4.391
O 0.560 -0.393 3.517
N 1.873 -2.062 4.224
C 1.901 -2.870 3.042
H 0.852 -1.054 6.529
H 0.604 0.506 5.798
H 2.275 -0.012 6.005
H 2.333 -2.338 5.080
H 1.924 -3.936 3.268
H 2.668 -2.544 2.339
H 0.987 -2.880 2.449
C 5.922 4.137 0.731
C 5.870 3.105 -0.344
O 6.677 3.198 -1.245
N 4.965 2.151 -0.224
C 4.762 1.107 -1.272
H 6.296 5.040 0.249
H 6.485 3.847 1.618
H 4.918 4.338 1.106
H 4.538 1.906 0.658
H 3.705 0.898 -1.437
H 5.339 0.294 -0.831
H 5.210 1.345 -2.237
C -0.633 -1.441 -5.754
C -0.892 -2.482 -4.757
O -1.790 -3.320 -4.973
N -0.106 -2.554 -3.683
C -0.389 -3.359 -2.515
H -1.190 -0.540 -5.498
H -0.984 -1.740 -6.742
H 0.383 -1.049 -5.793
H 0.654 -1.893 -3.616
H -1.412 -3.313 -2.141
H 0.221 -2.923 -1.724
H -0.098 -4.404 -2.617
C -7.537 -0.767 -1.080
C -6.551 -1.145 0.008
O -6.347 -0.452 0.964
N -5.901 -2.291 -0.240
C -5.000 -2.997 0.724
H -8.210 -1.581 -1.345
H -7.036 -0.392 -1.972
H -8.200 -0.036 -0.617
H -6.269 -2.816 -1.021
H -4.031 -2.794 0.266
H -5.158 -4.074 0.681
H -5.103 -2.623 1.742
C -3.751 1.901 1.858
C -3.635 2.713 0.549
O -4.599 3.224 -0.051
N -2.429 2.851 0.027
C -2.121 3.798 -1.025
H -3.806 2.613 2.681
H -2.841 1.384 2.165
H -4.639 1.278 1.963
H -1.649 2.285 0.332
H -1.501 4.585 -0.596
H -3.012 4.250 -1.462
H -1.459 3.316 -1.745
C -2.296 -1.665 3.607
C -2.451 -1.277 5.087
O -2.901 -2.055 5.939
N -2.050 -0.063 5.416
C -2.203 0.426 6.850
H -1.535 -2.433 3.471
H -2.055 -0.818 2.964
H -3.163 -2.171 3.183
H -1.425 0.448 4.809
H -1.493 1.214 7.101
H -2.246 -0.308 7.655
H -3.184 0.872 7.012
*
```


The following is a DFT calculation (ωB97M-V/def2-TZVPD) of a cluster of 5 separate species, C16H20ClN6O2 in total.

Summary:
E_LUMO   2.31 eV
Total energy   -1560.77032 hartree
Gap between HOMO and LUMO   6.65 eV
Molecular weight   363.8 g mol⁻¹
Maximum force   7.003 eV/Å
Highest occupied orbital energy   -4.347 eV

ORCA input file:
```
! RIJCOSX wB97M-V def2-TZVPD def2/J DEFGRID3
* xyz -1 1
C 3.578 -0.707 1.333
C 2.171 -1.399 0.978
Cl 2.600 -3.119 0.358
C 1.350 -0.699 -0.217
C -0.230 -0.537 0.039
C -0.464 0.815 0.870
N -0.898 1.760 1.500
C -0.966 -1.835 0.645
C -1.609 -2.657 -0.598
N -2.254 -3.225 -1.460
C -2.185 -1.486 1.672
O -2.018 -1.052 2.862
O -3.508 -1.725 1.238
H 4.157 -1.456 2.009
H 4.235 -0.540 0.409
H 3.447 0.250 1.978
H 1.489 -1.553 1.891
H 1.594 -1.205 -1.226
H 1.780 0.376 -0.320
H -0.709 -0.351 -1.004
H -0.288 -2.567 1.204
C 3.311 -1.428 -4.427
C 3.355 -0.878 -3.031
N 3.390 -0.444 -1.925
H 2.293 -1.370 -4.817
H 3.974 -0.851 -5.074
H 3.632 -2.471 -4.426
C 2.871 -3.852 3.958
C 3.310 -2.614 4.687
N 3.656 -1.635 5.263
H 3.636 -4.625 4.047
H 1.938 -4.224 4.385
H 2.715 -3.626 2.901
C -2.392 4.146 -1.349
C -1.374 3.263 -2.011
N -0.568 2.561 -2.532
H -1.891 4.872 -0.707
H -2.972 4.679 -2.105
H -3.069 3.542 -0.743
C -6.550 4.406 -0.778
C -5.469 5.103 -1.552
N -4.612 5.655 -2.164
H -6.617 4.826 0.227
H -7.510 4.535 -1.283
H -6.326 3.340 -0.705
*
```